(1)
The following is a DFT calculation (the ωB97M-V functional and the def2-TZVPD basis) of a structure of composition C41H48Br2N5O5RbSi.

* charge: -2
* energy relative to the best compared isomer or geometry (same formula, charge and spin): 0.0 kcal per mole
* molecular weight: 964.227 g/mol
* HOMO-LUMO gap: 5.6 eV

Last column: Mulliken charge in e.
Positions of all 103 atoms, in Å:
Rb: -0.478 -0.206 -0.916  0.6762
O: 5.190 -3.674 0.517  -0.7569
C: 5.662 -2.426 0.640  0.5151
C: 6.999 -2.260 1.012  -0.7008
C: 7.547 -0.996 1.133  -0.3737
C: 6.778 0.131 0.874  -0.8554
C: 5.448 -0.029 0.521  -0.0683
C: 4.858 -1.286 0.418  0.6593
C: 3.390 -1.381 0.104  0.1639
O: 2.705 -0.294 0.085  -0.7638
N: 2.968 -2.591 -0.109  -0.2461
N: 1.663 -2.818 -0.545  -1.1493
C: 0.712 -2.807 0.312  -1.0637
C: 0.614 -2.467 1.727  0.7212
C: 1.665 -2.502 2.650  -0.3715
C: 1.473 -2.186 3.981  -0.4950
C: 0.188 -1.820 4.406  -0.7640
C: -0.869 -1.780 3.529  -0.2590
C: -0.714 -2.081 2.140  -0.1156
O: -1.685 -1.985 1.315  -0.7456
H: 4.228 -3.559 0.181  0.5050
H: 7.587 -3.150 1.199  0.4122
H: 8.584 -0.890 1.431  0.3482
H: 7.203 1.123 0.963  0.4041
H: 4.821 0.830 0.322  0.3681
H: -0.265 -3.028 -0.115  0.9292
H: 2.648 -2.804 2.311  0.6961
H: 2.302 -2.204 4.678  0.4507
H: 0.026 -1.556 5.447  0.3482
H: -1.861 -1.488 3.859  0.2956
C: -1.323 3.722 -0.947  -0.9558
O: -0.497 2.840 -0.201  0.1294
C: 0.381 3.386 0.671  0.1779
C: 0.525 4.746 0.878  -0.5497
C: 1.470 5.179 1.803  -0.4726
Br: 1.669 7.057 2.077  -0.2851
C: 2.250 4.309 2.514  -1.0487
C: 2.102 2.928 2.310  0.6235
C: 1.175 2.455 1.385  0.2152
O: 0.899 1.156 1.177  0.0820
C: 2.933 2.051 3.154  0.5308
N: 3.397 2.436 4.323  -0.8497
C: 4.170 1.381 4.761  -0.0286
C: 4.910 1.237 5.935  -0.7714
C: 5.621 0.066 6.113  -0.5952
C: 5.609 -0.951 5.143  -0.8558
C: 4.879 -0.830 3.977  -0.1522
C: 4.156 0.348 3.811  0.8045
N: 3.343 0.801 2.803  1.3614
H: -1.953 4.317 -0.278  0.3650
H: -1.921 3.085 -1.594  0.1394
H: -0.712 4.387 -1.565  0.4321
H: -0.069 5.462 0.332  0.5161
H: 2.967 4.651 3.245  0.5606
H: 1.657 0.587 0.840  -0.1362
H: 4.920 2.026 6.676  0.4570
H: 6.205 -0.075 7.015  0.3660
H: 6.185 -1.853 5.312  0.4194
H: 4.873 -1.608 3.225  0.3815
H: 3.135 0.313 1.934  -0.5944
C: -5.661 3.068 -0.534  -1.9580
C: -6.297 2.065 0.442  2.4555
C: -7.723 1.765 -0.047  -1.8032
C: -6.401 2.793 1.790  -2.1066
Si: -5.236 0.449 0.577  -0.4583
Br: -3.138 1.218 0.811  -0.1662
C: -5.617 -0.558 2.183  3.0184
C: -4.994 0.094 3.428  -1.8116
C: -5.003 -1.965 2.108  -1.9814
C: -7.129 -0.706 2.420  -1.8764
C: -5.313 -0.595 -1.026  2.6678
C: -6.620 -1.407 -1.091  -1.8650
C: -5.240 0.269 -2.294  -2.1937
C: -4.109 -1.550 -1.102  -1.3403
H: -6.307 3.953 -0.597  0.5265
H: -5.538 2.669 -1.540  0.3496
H: -4.680 3.390 -0.187  0.3189
H: -8.308 2.693 -0.041  0.5348
H: -8.244 1.045 0.587  0.2746
H: -7.730 1.383 -1.066  0.3016
H: -6.920 3.747 1.637  0.5941
H: -5.414 3.014 2.200  0.3144
H: -6.964 2.231 2.532  0.3045
H: -3.906 0.126 3.360  0.1822
H: -5.256 -0.513 4.302  0.5317
H: -5.343 1.108 3.611  0.2804
H: -3.927 -1.954 1.909  0.1412
H: -5.474 -2.585 1.346  0.2255
H: -5.168 -2.462 3.072  0.6112
H: -7.618 0.243 2.640  0.3146
H: -7.287 -1.361 3.286  0.5203
H: -7.642 -1.162 1.571  0.2976
H: -7.510 -0.774 -1.034  0.2865
H: -6.689 -2.158 -0.308  0.2920
H: -6.655 -1.933 -2.051  0.5425
H: -6.129 0.885 -2.438  0.3927
H: -5.161 -0.398 -3.159  0.5706
H: -4.347 0.897 -2.318  0.2476
H: -3.862 -2.077 -0.183  0.2151
H: -3.227 -0.980 -1.395  -0.2915
H: -4.295 -2.277 -1.901  0.5135
N: -1.852 1.214 -3.017  -0.4989
C: -1.602 0.219 -3.575  -0.5060

---

(2)
The following is a DFT calculation (the ωB97M-V functional and the def2-TZVPD basis) of a structure of composition C41H48GeN2O4ReSi2 at a distorted geometry.

* charge: +1
* energy relative to the best compared isomer or geometry (same formula, charge and spin): 17.9 kcal per mole
* molecular weight: 947.834 g/mol
* HOMO-LUMO gap: 6.5 eV

Last column: Mulliken charge in e.
Positions of all 99 atoms, in Å:
Re: 0.188 0.898 0.716  0.5915
O: 5.504 -0.788 1.276  -0.6542
C: 5.360 -0.467 -0.019  0.6223
C: 6.487 -0.586 -0.835  -0.7526
C: 6.417 -0.271 -2.174  -0.4373
C: 5.218 0.163 -2.749  -1.5341
C: 4.103 0.280 -1.952  -0.1256
C: 4.151 -0.028 -0.582  -0.1035
C: 2.947 0.170 0.223  1.1792
O: 1.880 0.616 -0.387  -0.3574
N: 2.955 -0.059 1.507  -1.2113
N: 1.730 0.346 2.037  0.2716
C: 1.696 0.568 3.310  -0.3153
C: 0.617 1.135 4.089  1.2542
C: 0.809 1.258 5.474  -0.9957
C: -0.156 1.825 6.276  -0.8919
C: -1.340 2.283 5.699  -0.5749
C: -1.550 2.174 4.336  -1.0046
C: -0.577 1.604 3.542  0.2179
O: -0.797 1.503 2.195  0.5553
H: 4.651 -0.645 1.729  0.4889
H: 7.408 -0.931 -0.381  0.4790
H: 7.306 -0.362 -2.788  0.4201
H: 5.168 0.403 -3.803  0.4536
H: 3.160 0.607 -2.371  0.4831
H: 2.613 0.329 3.843  0.4942
H: 1.739 0.902 5.903  0.4561
H: 0.005 1.919 7.342  0.4364
H: -2.105 2.731 6.319  0.4608
H: -2.458 2.535 3.870  0.4836
C: -1.029 -2.601 3.330  -0.7274
O: -1.127 -1.316 2.706  -0.1055
H: -1.576 -3.359 2.766  0.1718
H: -1.398 -2.577 4.356  0.2526
H: 0.026 -2.867 3.341  0.2953
H: -2.060 -1.101 2.597  0.1244
C: 2.068 3.805 -1.966  -0.9857
Si: 0.984 3.763 -0.462  0.4940
C: 0.304 5.469 -0.175  -1.2676
C: 2.026 3.435 1.073  -0.6559
C: -0.235 2.325 -0.737  -0.5658
Si: -2.129 2.645 -0.859  0.4829
C: -2.695 4.371 -0.488  -1.2553
C: -3.185 1.586 0.273  -0.0023
C: -2.524 2.228 -2.622  -0.8305
H: 2.819 4.597 -1.887  0.3949
H: 1.468 4.002 -2.862  0.3501
H: 2.590 2.854 -2.110  0.1519
H: 1.162 6.127 0.003  0.4049
H: -0.353 5.540 0.693  0.3605
H: -0.232 5.858 -1.044  0.3330
H: 2.623 4.331 1.267  0.6243
H: 2.730 2.609 0.955  -0.0462
H: 1.426 3.271 1.980  0.1593
H: 0.006 1.914 -1.719  0.3070
H: -2.419 4.707 0.514  0.3454
H: -3.789 4.352 -0.541  0.3848
H: -2.339 5.109 -1.209  0.3389
H: -3.316 2.061 1.250  0.3064
H: -2.761 0.600 0.444  -0.7418
H: -4.175 1.464 -0.179  0.6355
H: -2.101 2.968 -3.311  0.3753
H: -3.609 2.216 -2.769  0.3680
H: -2.135 1.244 -2.900  -0.0194
C: -0.490 -0.505 -0.024  0.0693
Ge: -1.074 -2.217 -0.873  1.8246
C: -2.491 -3.021 0.175  1.0668
C: -3.486 -2.206 0.726  -0.5232
C: -4.589 -2.755 1.368  -0.8824
C: -4.718 -4.133 1.467  -0.7146
C: -3.746 -4.956 0.917  -0.6903
C: -2.644 -4.406 0.272  -0.8111
C: 0.599 -3.176 -1.081  1.1997
C: 0.748 -4.540 -0.809  -0.5222
C: 1.927 -5.202 -1.124  -0.8572
C: 2.977 -4.512 -1.710  -0.7282
C: 2.857 -3.153 -1.963  -0.9370
C: 1.676 -2.488 -1.651  -0.8656
C: -1.793 -1.724 -2.610  0.1216
C: -3.166 -1.500 -2.752  -0.2678
C: -3.708 -1.194 -3.995  -0.7041
C: -2.884 -1.113 -5.109  -0.5744
C: -1.520 -1.345 -4.983  -0.7194
C: -0.977 -1.651 -3.741  -0.3357
H: -3.411 -1.130 0.652  0.3361
H: -5.353 -2.105 1.778  0.4554
H: -5.577 -4.565 1.966  0.3920
H: -3.847 -6.032 0.981  0.4257
H: -1.924 -5.074 -0.169  0.2896
H: -0.043 -5.099 -0.337  0.1881
H: 2.021 -6.260 -0.914  0.4359
H: 3.891 -5.032 -1.966  0.4108
H: 3.681 -2.610 -2.407  0.4320
H: 1.592 -1.425 -1.852  0.7030
H: -3.825 -1.571 -1.894  0.3013
H: -4.773 -1.024 -4.091  0.4384
H: -3.306 -0.871 -6.077  0.4045
H: -0.880 -1.302 -5.856  0.4298
H: 0.086 -1.847 -3.664  0.3611